Record 1
C6H10OS | ωB97M-V/def2-TZVPD

```
! wB97M-V def2-TZVPD RIJCOSX def2/J DEFGRID3
* xyz 0 1
C -2.5452 0.8167 -0.4941
C -1.7327 -0.1775 -0.1433
C -2.0440 -1.4372 0.6410
C -0.1624 0.1858 -0.0533
S 0.4970 1.5775 0.1977
C 0.7234 -1.0027 -0.5293
C 2.0375 -0.8635 -0.5271
O 2.4639 -0.2681 0.5667
H -2.1857 1.7336 -1.0437
H -3.5192 0.4132 -0.3951
H -3.2353 -1.6283 0.8769
H -1.5727 -1.3313 1.6876
H -1.8329 -2.2743 -0.0609
H 0.3641 -1.7900 0.3830
H 0.2427 -1.6873 -1.3293
H 2.2260 -0.2951 -1.4756
H 2.4914 -1.7910 -0.7009
H 1.6983 0.4264 0.9977
*
```

Output
**Energy relative to the best compared isomer or geometry (same formula, charge and spin)**: 120.9 kcal per mole
**HOMO level**: -8.502 eV
**SMILES string**: C=C(C)C(=S)CCO
**Total energy**: -707.8576 hartree

These are the Mulliken partial charges, in e, on atoms 1 to 6:
1. C -0.908
2. C 0.728
3. C -1.129
4. C 0.062
5. S -0.372
6. C -0.333

Record 2
C5H7ClSi | ωB97M-V/def2-TZVPD

```
! wB97M-V def2-TZVPD RIJCOSX def2/J DEFGRID3
* xyz 0 1
C 2.6421 -0.5539 1.3061
C 1.5913 -0.1478 0.8786
C -1.4296 -1.0845 0.7245
C -0.9871 -2.0255 1.5414
C -0.2057 0.2158 -1.8730
Si -0.0674 -0.0111 0.0500
Cl -2.0756 -3.0035 2.3845
H 3.5792 -0.5777 1.6936
H -2.5011 -0.7742 0.5369
H 0.0059 -2.3859 1.7475
H -0.2671 1.3183 -2.1889
H 0.6866 -0.1804 -2.3356
H -1.0509 -0.2420 -2.2087
H -1.1912 2.4375 1.7958
*
```

Output
**Energy relative to the best compared isomer or geometry (same formula, charge and spin)**: 88.6 kcal per mole
**HOMO level (alpha / beta)**: -9.867 / -6.984 eV
**Total energy**: -944.1642 hartree

These are the Mulliken partial charges, in e, on atoms 1 to 6:
1. C 0.247
2. C -0.661
3. C -0.133
4. C -0.220
5. C -0.986
6. Si -0.038

Record 3
C19H40FeP2 | ωB97M-V/def2-TZVPD

```
! wB97M-V def2-TZVPD RIJCOSX def2/J DEFGRID3
* xyz 0 5
P 0.2381 -2.2296 -1.5250
P -0.1380 2.5468 -2.1694
C -0.1436 -0.7797 -2.7212
C 0.2083 0.7458 -3.1585
H -1.1628 -0.9945 -3.0755
H 0.5691 -1.2872 -3.3798
H 1.2272 0.8378 -3.5663
H -0.5197 0.8614 -3.9701
C -1.7229 3.2499 -2.6885
H -2.1721 3.7117 -1.7977
H -2.3876 2.4546 -3.0472
H -1.5690 4.0086 -3.4646
C 1.1617 3.6911 -2.6189
H 0.8302 4.3444 -3.4343
H 2.0657 3.1414 -2.9042
H 1.3809 4.2932 -1.7257
C -0.9625 -3.4621 -1.9920
H -1.0868 -4.1336 -1.1321
H -0.6063 -4.0370 -2.8587
H -1.9276 -2.9945 -2.2328
C 1.9240 -2.7772 -1.7737
H 2.6259 -1.9310 -1.7196
H 2.0345 -3.2836 -2.7447
H 2.1511 -3.4895 -0.9670
Fe -0.1185 0.5392 -1.3070
C 0.4444 1.8876 -5.7218
C -0.8977 1.8939 -5.5803
C -1.8131 1.0451 -6.4146
C -1.3587 -0.4221 -6.6101
C -0.5523 -1.0237 -5.5032
C 0.7994 -1.0183 -5.4703
C 1.6403 -0.2835 -6.4590
C 1.1625 1.1491 -6.8104
C -0.0410 -1.5214 0.0947
H 1.0918 2.5096 -5.0929
H -1.4055 2.6456 -4.9726
H -1.9389 1.5005 -7.4127
H -2.8167 1.0418 -5.9635
H -2.2719 -1.0280 -6.7215
H -0.8254 -0.5014 -7.5687
H -1.1415 -1.6838 -4.8564
H 1.3823 -1.7712 -4.9198
H 1.7135 -0.8675 -7.3938
H 2.6667 -0.2303 -6.0691
H 2.0682 1.7218 -7.0677
H 0.5508 1.0965 -7.7232
H 0.0500 -0.4164 0.2405
H 0.7210 -1.9821 0.7371
H -1.0331 -1.8525 0.4204
C -1.4940 0.4880 2.3271
C -0.2741 1.3252 1.9350
C 1.0206 0.6899 2.4477
C -0.2360 1.7243 0.4386
H -1.3960 -0.5621 2.0263
H -2.4100 0.8955 1.8870
H -1.6086 0.4997 3.4189
H -0.3765 2.2888 2.4633
H 1.1661 -0.3335 2.0798
H 1.8898 1.2914 2.1623
H 0.9928 0.6368 3.5438
H 0.6390 2.3854 0.3004
H -1.1647 2.2850 0.2292
*
```

Output
**Energy relative to the best compared isomer or geometry (same formula, charge and spin)**: 45.0 kcal per mole
**⟨S²⟩**: 6.06
**HOMO level (alpha / beta)**: -2.805 / -5.857 eV
**Total energy**: -2693.8846 hartree

These are the Mulliken partial charges, in e, on atoms 1 to 6:
1. P 2.248
2. P 0.699
3. C -0.121
4. C 0.913
5. H 0.537
6. H -0.805

Record 4
C32H80BF10NO34PtS12 | ωB97M-V/def2-TZVPD

```
! wB97M-V def2-TZVPD RIJCOSX def2/J DEFGRID3
* xyz 0 3
Pt 1.2686 -1.7086 -1.4979
B 2.9453 -2.3595 -3.6081
F 2.4301 -2.5134 -4.8986
F 2.2457 -3.2444 -2.7473
F 4.3146 -2.5234 -3.5513
F 2.6559 -1.0146 -3.1881
C 0.3065 2.4995 -2.0158
F 0.7457 3.7494 -2.0686
F -0.9022 2.5076 -1.5175
F 0.3190 1.9517 -3.2050
S 1.5095 1.5323 -0.9058
O 2.6484 1.1462 -1.6959
O 1.8169 2.4172 0.2076
N 0.6068 0.0669 -0.4950
S -0.0162 0.4061 0.9166
O 0.8067 -0.0176 2.0143
O -0.6599 1.6943 1.0441
C -1.4896 -0.7463 1.0065
F -2.3036 -0.5946 -0.0355
F -1.0228 -1.9999 1.0016
F -2.1251 -0.5190 2.1385
O -7.8398 -1.2812 -1.4993
S -6.5926 -1.7556 -1.0022
O -6.4581 -2.5250 0.2011
O -6.0748 -2.7336 -2.1723
C -5.8136 -2.2570 -3.4911
C -5.2969 -3.3522 -4.4056
C -5.3360 -0.4600 -1.0032
H -5.1498 -1.3911 -3.4403
H -6.7953 -1.9154 -3.8478
H -5.1458 -2.9966 -5.4229
H -6.0464 -4.1367 -4.5312
H -4.4230 -3.7825 -3.9177
H -4.3649 -0.9430 -1.0615
H -5.4377 0.1648 -0.1204
H -5.5266 0.1815 -1.8605
O 1.1591 -3.2929 5.7958
S 1.7099 -2.1065 6.3706
O 3.0953 -1.8974 6.7006
O 1.2244 -0.8859 5.4460
C 2.1611 0.0971 4.9611
C 1.2849 1.3100 4.6719
C 0.7710 -1.6313 7.8558
H 2.6866 -0.2494 4.0714
H 2.9012 0.3468 5.7193
H 0.3584 1.0581 4.1587
H 1.7852 2.0806 4.0941
H 0.9512 1.7419 5.6193
H -0.2573 -1.4564 7.5563
H 1.2000 -0.7031 8.2252
H 0.9477 -2.4132 8.5893
O 5.3841 -2.0477 0.6772
S 4.6126 -1.0424 -0.0119
O 3.3128 -1.2977 -0.5527
O 4.3869 0.1705 1.0481
C 5.5629 0.8061 1.5983
C 5.1163 2.2253 1.9191
C 5.6064 -0.2934 -1.3438
H 6.4063 0.7617 0.9037
H 5.9161 0.2309 2.4606
H 6.0213 2.8458 1.9350
H 4.6773 2.3489 2.9028
H 4.4919 2.6058 1.1172
H 5.2336 0.7022 -1.5621
H 5.5326 -1.0071 -2.1605
H 6.5985 -0.2196 -0.9049
O 2.6676 7.1648 3.8349
S 2.1567 6.1507 2.9565
O 0.9049 5.5097 3.2194
O 2.1316 6.8436 1.4952
C 1.5711 6.0240 0.4247
C 1.0672 7.0415 -0.5801
C 3.3824 4.8304 2.6815
H 0.9169 5.2550 0.8378
H 2.3371 5.3939 -0.0432
H 1.8751 7.5758 -1.0767
H 0.4826 7.7760 -0.0279
H 0.5009 6.5846 -1.3942
H 3.1197 4.4249 1.7084
H 3.2962 4.0703 3.4511
H 4.4232 5.1455 2.6885
O -5.2063 4.2165 -2.7890
S -4.8142 3.8621 -1.4633
O -4.3454 2.5257 -1.1834
O -3.6890 4.9549 -1.0321
C -2.7374 4.5557 -0.0200
C -2.4690 5.7966 0.8290
C -6.0431 4.2431 -0.2190
H -1.8876 4.1513 -0.5586
H -3.1882 3.8220 0.6511
H -1.6901 5.6317 1.5655
H -3.3933 6.2776 1.1373
H -2.0048 6.5172 0.1471
H -5.9518 5.2733 0.1095
H -5.9730 3.5232 0.5877
H -7.0022 4.1584 -0.7331
O 4.8735 5.0658 -0.2673
S 5.7110 5.5834 -1.3166
O 7.1041 5.8031 -1.1084
O 5.6255 4.5349 -2.5767
C 4.3872 3.8174 -2.6897
C 3.9545 3.7889 -4.1531
C 4.9530 7.0093 -2.1174
H 3.5433 4.2050 -2.1084
H 4.4761 2.8429 -2.2093
H 4.7520 3.2460 -4.6694
H 3.8204 4.7678 -4.6048
H 3.0868 3.1497 -4.3179
H 5.6667 7.3507 -2.8632
H 4.8581 7.7542 -1.3316
H 4.0590 6.6312 -2.6015
O -0.2488 -0.9726 -3.3239
S -1.4685 -0.9984 -4.1091
O -2.6332 -1.5970 -3.4851
O -1.8052 0.4079 -4.7865
C -2.9974 0.5372 -5.6065
C -2.6544 1.1962 -6.9402
C -1.0460 -1.9105 -5.6005
H -3.6308 1.1986 -5.0181
H -3.4265 -0.4429 -5.8031
H -2.9886 2.2315 -6.9912
H -3.0821 0.6153 -7.7517
H -1.5671 1.2869 -6.9933
H -1.8810 -1.9010 -6.3038
H -0.9249 -2.9587 -5.3267
H -0.1712 -1.5385 -6.1253
O 1.3899 -3.0268 0.1883
S 1.6562 -3.9489 1.2591
O 0.6970 -4.9670 1.5747
O 3.0541 -4.6305 0.9418
C 3.2815 -6.0371 1.1246
C 3.2828 -6.4648 2.5808
C 2.0791 -3.0375 2.7769
H 4.1663 -6.3055 0.5495
H 2.5152 -6.5680 0.5477
H 3.1102 -7.5327 2.6946
H 2.4854 -5.9708 3.1360
H 4.2103 -6.1543 3.0642
H 1.1706 -3.1733 3.3583
H 2.3365 -2.0108 2.5328
H 2.8881 -3.5464 3.2908
O -3.4620 -4.9530 1.6500
S -3.8165 -4.1305 2.7752
O -4.1648 -4.6873 4.0484
O -2.5384 -3.1165 2.9360
C -2.0058 -2.7284 4.2368
C -3.0302 -2.0001 5.0698
C -5.0653 -2.9687 2.2140
H -0.9938 -2.3422 4.1387
H -1.7994 -3.7216 4.6612
H -2.6452 -1.8007 6.0723
H -3.9246 -2.5937 5.2482
H -3.3287 -1.0768 4.5695
H -5.1937 -2.3139 3.0745
H -5.9797 -3.4520 1.8875
H -4.6198 -2.4151 1.3908
O -0.4843 -3.0662 -1.7041
S -1.4120 -4.1594 -1.9027
O -1.7763 -4.5330 -3.2487
O -0.6267 -5.3938 -1.2256
C -1.2840 -6.6768 -1.3296
C -1.5894 -7.1584 0.1023
C -2.8694 -3.8979 -0.9251
H -0.6127 -7.4044 -1.7777
H -2.2212 -6.5988 -1.8764
H -1.7818 -8.2421 0.0620
H -2.5050 -6.7527 0.5237
H -0.7070 -7.1721 0.7374
H -2.5414 -3.5207 0.0394
H -3.2882 -4.9015 -0.8797
H -3.4769 -3.1859 -1.4783
*
```

Output
**Energy relative to the best compared isomer or geometry (same formula, charge and spin)**: 0.0 kcal per mole
**⟨S²⟩**: 2.00
**HOMO level (alpha / beta)**: -9.456 / -9.879 eV
**Total energy**: -9801.1824 hartree

These are the Mulliken partial charges, in e, on atoms 1 to 6:
1. Pt 4.703
2. B 0.030
3. F -0.374
4. F -0.360
5. F -0.388
6. F -0.211

Record 5
C5H13N2S | ωB97M-V/def2-TZVPD

```
! wB97M-V def2-TZVPD RIJCOSX def2/J DEFGRID3
* xyz 0 2
C 0.0877 -0.6674 0.5568
N -0.5218 0.5983 0.9175
C 0.3114 1.7267 1.2164
C 1.4816 1.6291 2.3160
S 1.5518 2.8368 3.5269
C -0.6139 -1.4065 -0.5987
N -0.0050 -1.1485 -1.8435
C -1.0443 -0.9583 -2.9052
H 1.2247 -0.7171 0.5149
H 0.0413 -1.3124 1.5069
H -1.4356 0.3991 1.3253
H 0.7904 1.9254 0.1532
H -0.4507 2.5277 1.3574
H 2.3663 1.5692 1.7322
H 1.2801 0.7023 2.8420
H -0.6287 -2.5700 -0.3508
H -1.6480 -1.1313 -0.5345
H 0.9247 -1.4903 -1.8911
H -1.7121 -1.8565 -3.2344
H -1.5301 0.0896 -2.7529
H -0.4698 -0.7461 -3.8544
*
```

Output
**Energy relative to the best compared isomer or geometry (same formula, charge and spin)**: 52.5 kcal per mole
**⟨S²⟩**: 0.75
**HOMO level (alpha / beta)**: -8.045 / -8.009 eV
**Total energy**: -705.8605 hartree

These are the Mulliken partial charges, in e, on atoms 1 to 6:
1. C -0.662
2. N -0.240
3. C -0.650
4. C -0.477
5. S -0.098
6. C -0.582